w) Density functional theory data (ωB97M-V/def2-TZVPD) for a cluster of 40 separate species, H80O40 in total.

Structure (XYZ):
```
120
Properties=species:S:1:pos:R:3
H -4.43 -0.02 -1.43
H -5.75 0.51 -1.86
O -5.35 -0.04 -1.17
H 3.73 1.64 -3.65
H 3.70 3.11 -3.02
O 4.19 2.49 -3.60
H -4.81 2.45 2.63
H -5.40 3.69 2.58
O -4.68 3.26 2.10
H -2.53 1.34 -1.43
H -1.51 0.15 -1.88
O -2.29 0.66 -2.08
H -2.45 0.07 1.48
H -1.83 0.40 0.11
O -1.65 0.28 1.05
H 3.46 -0.56 3.77
O 3.69 -0.54 4.71
H -1.48 2.59 -4.72
O -1.46 2.36 -3.80
H -0.02 -0.38 2.06
H 0.04 -1.38 3.03
O 0.69 -0.86 2.53
H -1.13 3.09 1.29
H -1.43 1.85 2.01
O -1.12 2.76 2.19
H 3.99 -1.26 -2.12
H 3.97 -1.02 -3.57
O 3.35 -1.07 -2.83
H -0.41 4.27 -0.33
H -0.50 5.70 0.28
O -0.79 5.14 -0.43
H 0.75 -5.39 0.06
O 0.56 -4.50 0.36
H -5.58 0.44 1.88
H -6.25 -0.26 0.66
O -6.35 -0.05 1.60
H 1.05 2.63 -2.56
H 1.71 1.78 -3.57
O 1.40 2.71 -3.48
H 4.09 -0.47 1.74
H 4.25 -0.24 0.31
O 4.60 -0.82 1.00
H -3.15 -2.03 1.13
H -4.09 -2.04 2.14
O -3.25 -1.57 1.99
H -0.09 0.56 -3.88
H 1.06 0.33 -4.84
O 0.82 0.21 -3.91
H 4.04 -2.95 -4.48
H 3.27 -3.81 -3.47
O 3.66 -3.82 -4.35
H 5.77 0.08 2.85
O 5.27 0.88 3.12
H -2.99 -2.66 -1.62
H -1.48 -2.28 -1.18
O -2.37 -1.95 -1.34
H -0.49 -4.07 1.62
O -0.99 -3.64 2.34
H 1.54 0.10 6.28
H 1.88 0.12 4.71
O 1.21 0.01 5.39
H 0.78 2.32 1.64
H 1.27 1.67 2.91
O 1.48 1.74 1.97
H 0.39 1.76 -0.43
H -0.57 2.27 -1.73
O 0.01 2.43 -0.99
H 0.15 -2.83 -2.80
H 0.79 -1.63 -2.10
O 0.19 -1.87 -2.82
H 3.66 2.85 3.47
H 2.31 3.58 3.52
O 3.19 3.54 3.91
H -4.45 2.22 4.74
H -4.03 0.72 4.47
O -4.75 1.38 4.46
H 3.05 4.52 -0.90
H 4.70 4.08 -1.12
O 3.78 4.11 -1.34
H -0.55 -2.36 4.51
H -0.06 -1.16 5.38
O -0.85 -1.60 5.03
H -3.72 -1.84 -4.40
H -2.60 -1.58 -3.24
O -3.10 -1.25 -3.97
H 5.11 -3.46 -1.56
H 4.60 -2.98 -0.28
O 4.27 -3.15 -1.18
H -3.10 -1.56 5.02
O -4.02 -1.29 4.93
H -4.50 2.28 -2.40
H -3.83 1.06 -3.24
O -4.60 1.59 -3.06
H 6.12 1.30 2.87
H 4.53 -0.09 4.68
H -0.54 -3.93 3.14
H -2.02 1.65 -3.43
H 1.34 -3.97 0.52
H -4.33 -1.75 4.15
O 2.95 -3.84 3.03
H 3.69 -3.46 3.48
H 2.76 -4.19 2.18
O -3.86 1.97 -0.14
H -4.01 2.85 0.22
H -4.71 1.51 -0.27
O 1.89 -1.19 0.05
H 2.23 -0.59 0.70
H 2.26 -2.01 0.37
O -4.28 -3.73 -1.83
H -4.69 -3.91 -2.68
H -5.00 -3.41 -1.28
O 2.77 1.01 -1.46
H 1.97 1.48 -1.23
H 2.43 0.19 -1.88
O 5.73 0.28 -2.00
H 5.49 1.20 -2.16
H 5.29 0.05 -1.18
O -0.95 -0.38 -6.60
H -0.15 -0.58 -6.11
H -1.54 -0.02 -5.93
```

Results
charge	+1
LUMO energy (alpha / beta)	-3.1 / -9.4	eV
HOMO (alpha / beta)	-12.6 / -12.6	eV
2S+1	2
orbital gap (alpha / beta)	9.54 / 3.18	eV


x) Density functional theory data (ωB97M-V/def2-TZVPD) for a cluster of 40 separate species, H80O40 in total.

Structure (XYZ):
```
120
Properties=species:S:1:pos:R:3
H 0.41 3.10 2.82
H 0.84 2.09 1.62
O 0.16 2.64 2.03
H 1.64 -1.09 -4.86
H 0.14 -0.70 -5.19
O 0.77 -1.40 -5.16
H -1.32 2.25 -0.55
H -2.70 2.02 -0.18
O -2.17 2.10 -0.99
H 0.23 5.51 4.00
H -1.07 4.72 3.91
O -0.33 5.03 3.37
H -4.45 2.34 3.42
H -5.74 1.60 3.77
O -4.95 1.54 3.24
H 0.30 0.47 -3.62
O 0.00 -0.24 -3.03
H 3.72 -0.33 1.96
O 2.95 -0.82 2.32
H -0.91 -1.75 -2.02
H -2.16 -1.29 -1.25
O -1.74 -2.06 -1.64
H 4.91 1.75 -1.68
H 3.33 1.62 -1.89
O 4.16 1.97 -2.23
H 1.99 0.34 4.98
H 1.97 -0.91 5.91
O 2.11 0.04 5.87
H -2.88 -0.14 -3.91
H -2.48 -1.19 -4.98
O -2.16 -0.61 -4.28
H 1.26 -1.46 1.81
O 0.76 -2.30 1.72
H 2.34 3.37 -1.39
H 1.49 2.86 -2.47
O 1.44 3.01 -1.51
H 2.11 -3.06 -0.48
H 2.31 -4.55 -0.19
O 2.78 -3.75 -0.38
H -3.20 -1.22 0.32
H -3.23 -0.07 1.31
O -3.78 -0.81 1.01
H -0.69 4.02 -4.56
H 0.37 5.35 -4.37
O 0.15 4.44 -4.32
H -1.77 -2.59 0.06
H -2.75 -2.95 1.14
O -1.92 -2.48 1.01
H 2.70 -0.94 -1.62
H 1.56 -0.28 -2.47
O 2.31 -0.10 -1.87
H -4.54 -3.59 -1.62
O -4.81 -4.52 -1.57
H 4.37 0.37 4.44
H 5.43 1.30 3.64
O 4.71 0.67 3.59
H -2.04 -4.32 -2.49
O -2.10 -5.25 -2.22
H -1.07 5.02 -0.87
H -0.70 4.05 -2.08
O -1.12 4.91 -1.86
H 1.83 0.30 1.63
H 1.71 -0.08 0.04
O 1.33 0.38 0.79
H -1.76 -0.79 6.35
H -1.52 -1.76 5.20
O -1.79 -0.85 5.39
H -0.89 -3.55 4.05
H -1.73 -4.61 4.75
O -1.35 -3.74 4.88
H -0.32 4.87 1.20
H -0.63 6.38 1.18
O -0.45 5.63 0.61
H -4.18 3.99 -3.47
H -2.79 3.56 -3.02
O -3.43 3.44 -3.73
H 3.79 -0.09 -4.12
H 3.43 0.30 -5.44
O 3.40 -0.51 -4.91
H 2.83 5.79 -2.40
H 1.56 5.94 -1.90
O 2.07 5.19 -2.27
H 1.07 -4.24 -1.65
H 0.41 -4.66 -0.26
O 0.42 -4.78 -1.22
H 2.66 3.26 2.44
H 3.02 2.68 3.79
O 3.40 3.15 3.04
H 5.68 -3.20 0.91
O 5.14 -2.46 0.75
H -1.87 1.59 -4.31
H -1.52 1.64 -2.91
O -1.23 2.05 -3.75
H -3.97 -4.86 -1.91
H -0.67 -0.63 -3.63
H -1.37 -5.31 -1.57
H 3.24 -1.40 3.01
H 0.48 -2.54 0.85
H 4.35 -2.78 0.31
O 0.67 -4.83 1.04
H 1.17 -4.21 1.61
H -0.10 -4.28 0.84
O -1.93 -5.19 2.67
H -2.08 -4.81 1.81
H -2.78 -5.36 3.08
O 4.72 0.27 0.57
H 5.39 0.70 1.09
H 5.08 -0.64 0.45
O 3.53 -2.74 -2.82
H 4.30 -2.98 -3.31
H 2.73 -2.57 -3.30
O -5.32 2.79 1.02
H -4.48 2.66 1.43
H -6.02 2.17 0.91
O -5.79 -2.49 1.41
H -5.20 -2.56 0.65
H -5.44 -1.74 1.88
O -2.23 1.53 1.98
H -2.12 1.19 2.89
H -1.38 2.02 1.94
```

Results
charge	+1
LUMO energy (alpha / beta)	-2.8 / -9.4	eV
HOMO (alpha / beta)	-12.1 / -12.1	eV
2S+1	2
orbital gap (alpha / beta)	9.31 / 2.72	eV


Which of them is the most stable? Correct choice: w).


w) Density functional theory data (ωB97M-V/def2-TZVPD) for an isolated molecule of C2H2N4.

Structure (XYZ):
```
8
Properties=species:S:1:pos:R:3
C -1.63 -0.23 -0.12
N -1.02 0.81 -0.21
N -0.15 1.70 -0.10
N 1.15 1.05 -0.31
C 1.07 -0.08 0.16
N 0.84 -1.20 0.59
H -2.07 -0.77 -0.95
H 1.82 -1.28 0.94
```

Results
LUMO energy	0.2	eV
HOMO	-8.9	eV
orbital gap	9.11	eV


x) Density functional theory data (ωB97M-V/def2-TZVPD) for an isolated molecule of C2H2N4.

Structure (XYZ):
```
8
Properties=species:S:1:pos:R:3
C 1.12 0.40 -0.05
N 0.05 0.87 0.64
C -1.05 0.17 0.47
N -1.17 -0.93 -0.32
N -0.12 -1.33 -0.96
N 1.08 -0.66 -0.84
H 2.04 0.99 0.08
H -1.96 0.48 0.99
```

Results
LUMO energy	-0.6	eV
HOMO	-10.2	eV
orbital gap	9.54	eV


Which of them is the most stable? Correct choice: x).


w) Density functional theory data (ωB97M-V/def2-TZVPD) for a cluster of 2 separate species, C3H6N2O2 in total.

Structure (XYZ):
```
13
Properties=species:S:1:pos:R:3
C -0.16 0.08 -0.47
C 0.09 -1.98 0.48
C -0.58 -0.62 0.75
N 0.60 2.33 -1.52
N 0.36 2.03 -0.35
O 0.24 2.66 0.73
O -0.29 -0.27 -1.57
H 1.05 -1.69 0.33
H -0.08 -2.67 1.30
H -0.32 -2.48 -0.48
H -1.65 -0.65 0.88
H -0.08 -0.06 1.54
H 0.81 3.32 -1.62
```

Results
LUMO energy (alpha / beta)	0.4 / -2.7	eV
HOMO (alpha / beta)	-5.9 / -11.4	eV
2S+1	3
orbital gap (alpha / beta)	6.38 / 8.70	eV


x) Density functional theory data (ωB97M-V/def2-TZVPD) for an isolated molecule of C3H6N2O2.

Structure (XYZ):
```
13
Properties=species:S:1:pos:R:3
C 0.67 -1.38 -0.01
C -0.80 0.86 -0.05
C 0.70 0.93 -0.32
N -1.18 -0.39 -0.52
N 1.40 -0.35 -0.05
O 2.62 -0.18 0.21
O -2.14 -1.06 0.22
H 0.61 -2.40 0.37
H -1.01 1.02 0.97
H -1.40 1.50 -0.64
H 0.95 1.24 -1.41
H 1.42 1.51 0.16
H -1.83 -1.30 1.09
```

Results
LUMO energy (alpha / beta)	0.6 / -1.9	eV
HOMO (alpha / beta)	-7.6 / -8.9	eV
2S+1	3
orbital gap (alpha / beta)	8.19 / 6.99	eV


Which of them is the most stable? Correct choice: w).


w) Density functional theory data (ωB97M-V/def2-TZVPD) for a cluster of 2 separate species, CH3BrOS in total.

Structure (XYZ):
```
7
Properties=species:S:1:pos:R:3
C -0.76 0.25 -0.14
O 0.16 -2.18 -0.36
S 0.27 -1.11 0.62
Br 3.10 1.48 0.68
H -0.03 1.21 -0.41
H -1.50 0.56 0.59
H -1.24 -0.21 -0.98
```

Results
LUMO energy (alpha / beta)	-1.1 / -3.7	eV
HOMO (alpha / beta)	-10.4 / -8.9	eV
orbital gap (alpha / beta)	9.29 / 5.23	eV


x) Density functional theory data (ωB97M-V/def2-TZVPD) for a cluster of 2 separate species, CH3BrOS in total.

Structure (XYZ):
```
7
Properties=species:S:1:pos:R:3
C -0.04 -0.02 -0.06
O 2.77 2.11 0.55
S 2.60 1.15 -0.53
Br 3.60 -0.68 0.09
H -0.36 0.94 -0.09
H 0.54 -0.26 0.77
H -0.61 -0.80 -0.59
```

Results
LUMO energy (alpha / beta)	-0.3 / -1.3	eV
HOMO (alpha / beta)	-9.0 / -9.2	eV
orbital gap (alpha / beta)	8.75 / 7.95	eV


Which of them is the most stable? Correct choice: w).


w) Density functional theory data (ωB97M-V/def2-TZVPD) for an isolated molecule of C21H27N3O5S.

Structure (XYZ):
```
57
Properties=species:S:1:pos:R:3
C -6.88 -0.94 0.70
C -5.42 -0.86 0.40
C -4.98 -0.43 -0.85
C -3.63 -0.36 -1.14
C -2.72 -0.72 -0.17
S -0.99 -0.62 -0.55
O -0.74 0.43 -1.49
O -0.21 -0.61 0.67
N -0.72 -2.07 -1.38
C 0.54 -2.00 -2.11
C 1.68 -2.07 -1.09
O 1.73 -3.06 -0.39
N 2.56 -1.05 -0.95
C 2.65 0.12 -1.78
C 2.41 1.48 -1.09
O 2.90 2.49 -1.55
N 1.67 1.43 0.03
C 1.14 2.63 0.64
C -0.29 2.82 0.26
C -0.87 3.50 -0.78
C -2.26 3.27 -0.67
C -2.43 2.47 0.42
O -1.24 2.20 0.99
C 3.58 -1.29 0.08
C 3.00 -1.28 1.51
C 3.85 -0.30 2.31
C 5.19 -0.30 1.57
C 4.74 -0.29 0.11
C -3.12 -1.15 1.08
C -4.48 -1.21 1.36
H -7.32 -1.80 0.18
H -7.39 -0.05 0.35
H -7.06 -1.06 1.76
H -5.71 -0.15 -1.60
H -3.27 -0.02 -2.09
H -0.69 -2.84 -0.72
H 0.49 -1.10 -2.72
H 0.60 -2.88 -2.76
H 1.91 0.08 -2.58
H 3.64 0.17 -2.26
H 1.17 0.58 0.26
H 1.74 3.47 0.27
H 1.23 2.55 1.72
H -0.36 4.08 -1.52
H -3.03 3.65 -1.31
H -3.30 2.06 0.88
H 3.98 -2.29 -0.13
H 1.94 -1.01 1.51
H 3.07 -2.29 1.93
H 3.42 0.70 2.27
H 3.95 -0.59 3.36
H 5.74 -1.22 1.79
H 5.81 0.55 1.82
H 4.41 0.72 -0.13
H 5.54 -0.57 -0.58
H -2.37 -1.40 1.82
H -4.80 -1.54 2.34
```

Results
LUMO energy	0.4	eV
HOMO	-8.3	eV
orbital gap	8.72	eV


x) Density functional theory data (ωB97M-V/def2-TZVPD) for an isolated molecule of C21H27N3O5S.

Structure (XYZ):
```
57
Properties=species:S:1:pos:R:3
C -0.29 -4.12 1.51
C -0.28 -4.20 -0.02
O 0.41 -3.13 -0.62
C -0.14 -1.87 -0.61
C -1.45 -1.56 -0.28
C -1.94 -0.26 -0.32
C -1.07 0.78 -0.71
C 0.25 0.47 -1.01
C 0.72 -0.83 -0.97
N 2.04 -1.18 -1.28
C 3.09 -0.38 -1.59
O 3.04 0.83 -1.70
C 4.39 -1.15 -1.73
H 5.19 -0.51 -2.11
H 4.29 -2.05 -2.32
S 4.86 -1.70 -0.04
C 4.77 -0.12 0.75
C 3.89 0.12 1.78
C 3.83 1.38 2.36
C 4.66 2.37 1.85
C 5.53 2.08 0.83
N 5.61 0.84 0.29
O 6.44 0.59 -0.63
H 6.20 2.80 0.40
H 4.64 3.37 2.25
H 3.14 1.59 3.16
H 3.25 -0.68 2.11
H 2.22 -2.17 -1.18
H 0.95 1.24 -1.31
O -1.57 2.04 -0.79
C -0.71 3.11 -1.14
C -1.54 4.39 -1.12
H -1.95 4.55 -0.13
H -2.36 4.31 -1.83
H -0.91 5.23 -1.39
H 0.12 3.18 -0.42
H -0.29 2.94 -2.14
N -3.27 -0.08 0.07
C -4.31 -0.71 -0.72
C -5.53 -0.93 0.16
H -6.36 -1.34 -0.41
O -5.99 0.29 0.70
C -4.97 0.92 1.44
C -3.73 1.19 0.58
H -2.95 1.64 1.20
H -4.00 1.89 -0.22
H -5.40 1.86 1.81
H -4.69 0.29 2.30
H -5.27 -1.62 0.98
H -3.95 -1.66 -1.11
H -4.59 -0.07 -1.57
H -2.13 -2.34 0.03
H -1.31 -4.27 -0.41
H 0.26 -5.09 -0.34
H -0.80 -4.98 1.92
H -0.79 -3.21 1.84
H 0.73 -4.10 1.88
```

Results
LUMO energy	0.5	eV
HOMO	-7.3	eV
orbital gap	7.75	eV


Which of them is the most stable? Correct choice: w).


w) Density functional theory data (ωB97M-V/def2-TZVPD) for a cluster of 2 separate species, C4H12N2 in total.

Structure (XYZ):
```
18
Properties=species:S:1:pos:R:3
C -0.53 -0.38 0.46
C 0.27 -0.13 -0.71
C 0.34 1.21 -0.08
C 1.14 1.37 1.08
N -0.08 2.37 -0.92
N -0.61 -3.00 0.24
H -1.57 -0.54 0.30
H -0.27 -0.51 1.49
H -0.44 -0.20 -1.52
H 1.20 -0.65 -0.97
H 0.95 1.73 2.09
H 2.10 0.86 1.09
H -0.21 2.09 -1.89
H -0.89 2.86 -0.55
H 0.66 3.07 -0.85
H -1.49 -3.27 -0.19
H -0.64 -3.36 1.19
H 0.09 -3.53 -0.26
```

Results
charge	+1
LUMO energy (alpha / beta)	-3.3 / -4.2	eV
HOMO (alpha / beta)	-11.6 / -12.8	eV
2S+1	2
orbital gap (alpha / beta)	8.30 / 8.58	eV


x) Density functional theory data (ωB97M-V/def2-TZVPD) for the ion C4H12N2 with charge +1.

Structure (XYZ):
```
18
Properties=species:S:1:pos:R:3
N -0.18 -1.58 -1.13
C 0.63 -0.83 -0.19
C 2.09 -0.80 -0.64
C 0.16 0.67 -0.03
N -1.16 0.79 0.48
C -1.52 1.75 1.50
H -0.26 -1.16 -2.05
H -1.10 -1.79 -0.78
H 0.44 -1.32 0.78
H 2.26 0.05 -1.30
H 2.74 -0.71 0.22
H 2.34 -1.72 -1.15
H 0.82 1.24 0.64
H 0.17 1.14 -1.02
H -1.90 0.57 -0.18
H -1.40 2.75 1.08
H -0.85 1.67 2.34
H -2.54 1.59 1.84
```

Results
charge	+1
LUMO energy (alpha / beta)	-3.2 / -7.7	eV
HOMO (alpha / beta)	-14.0 / -13.8	eV
2S+1	2
orbital gap (alpha / beta)	10.86 / 6.06	eV


Which of them is the most stable? Correct choice: x).


w) Density functional theory data (ωB97M-V/def2-TZVPD) for an isolated molecule of C8H14N2O2.

Structure (XYZ):
```
26
Properties=species:S:1:pos:R:3
H 0.55 1.24 -1.20
N 0.45 0.45 -1.86
C -0.22 -0.54 -1.50
C -0.35 -1.49 -2.65
O -1.15 -2.39 -2.67
O 0.48 -1.27 -3.70
C -0.94 -1.04 -0.25
C -2.13 -0.16 0.32
C -1.38 0.94 1.11
C 0.05 0.47 1.48
N 0.98 1.29 0.88
C 2.41 0.97 1.01
C 0.10 -1.01 0.91
H 0.78 -0.32 -3.70
H -1.26 -2.05 -0.63
H -2.87 -0.71 0.97
H -2.79 0.29 -0.50
H -1.27 1.83 0.36
H -1.86 1.44 2.05
H 0.00 0.31 2.59
H 0.98 2.23 1.34
H 3.04 1.93 0.98
H 2.55 0.35 1.94
H 2.81 0.23 0.27
H -0.19 -1.64 1.77
H 1.20 -1.36 0.69
```

Results
LUMO energy	0.6	eV
HOMO	-9.2	eV
orbital gap	9.85	eV


x) Density functional theory data (ωB97M-V/def2-TZVPD) for a cluster of 2 separate species, C8H14N2O2 in total.

Structure (XYZ):
```
26
Properties=species:S:1:pos:R:3
C 1.08 -2.23 -0.71
C 0.14 -1.70 0.27
N -1.15 -1.41 -0.26
C 0.40 -1.28 1.61
C -0.65 -0.87 2.60
N 1.67 -1.28 2.09
O 2.53 -1.59 1.25
O 1.90 -1.04 3.24
H 1.69 -1.42 -1.02
H 0.61 -2.61 -1.54
H 1.65 -3.04 -0.12
H -1.76 -0.98 0.48
H -1.33 -1.37 -1.27
H -1.41 -0.49 2.06
H -0.21 -0.03 3.13
H -0.80 -1.69 3.25
C 0.02 1.93 -2.42
C -0.40 2.60 -1.39
C -0.23 2.08 0.03
C 0.80 1.31 0.30
H -0.08 2.28 -3.51
H 0.72 1.08 -2.34
H -1.14 3.40 -1.45
H -1.10 2.21 0.74
H 1.65 1.26 -0.49
H 0.92 1.00 1.31
```

Results
LUMO energy	0.2	eV
HOMO	-8.5	eV
orbital gap	8.73	eV


Which of them is the most stable? Correct choice: w).